Here is one molecule with the formula C21H34Br2ClF3NO3PS from OMol25. Energies are from ωB97M-V/def2-TZVPD.

Each line ends with the Löwdin charge.
Cartesian coordinates (Å):
Br1 -3.18 1.31 3.03  0.919
Br2 0.27 -0.95 1.08  0.920
Cl1 -3.41 -2.54 -2.87  0.299
S1 -4.17 -2.06 3.77  0.753
P1 -4.60 -1.47 -1.56  0.695
F1 -5.50 3.18 0.46  0.176
F2 -6.70 1.99 -0.85  0.144
F3 -7.18 2.07 1.23  0.140
O1 -2.22 -1.99 -0.15  -0.283
O2 -4.58 -0.01 -2.30  -0.352
O3 -3.98 1.15 0.32  -0.164
N1 -4.21 -1.80 1.02  0.061
C1 -4.17 -1.93 2.21  -0.789
C2 -0.56 -0.01 3.61  -0.184
C3 2.47 1.45 -2.11  -0.217
C4 5.65 0.63 -0.31  -0.205
C5 -6.15 2.04 0.37  -0.615
C6 2.58 1.85 -0.64  -0.210
C7 3.91 2.53 -0.26  -0.205
C8 -2.22 0.28 1.74  -0.565
C9 4.87 1.64 0.54  -0.209
C10 -2.87 0.23 0.33  -0.361
C11 -2.29 -3.39 0.07  -0.099
C12 4.11 -2.71 1.04  -0.106
C13 5.06 -0.78 -0.38  -0.225
C14 5.12 -1.55 0.95  -0.253
C15 1.35 0.43 -2.37  -0.212
C16 -0.04 1.09 -2.40  -0.185
C17 -1.87 0.90 -0.67  -0.105
C18 -1.05 -0.16 2.19  -0.712
C19 -1.19 0.20 -1.86  -0.209
C20 -3.36 -1.22 -0.02  -0.528
C21 -5.30 0.81 0.65  -0.152
H1 -2.43 1.75 -1.07  0.136
H2 -0.26 1.37 -3.43  0.112
H3 4.28 1.12 1.31  0.100
H4 -3.14 -3.85 -0.45  0.066
H5 -5.72 0.00 0.05  0.086
H6 0.45 -0.41 3.71  0.050
H7 4.97 -0.86 1.78  0.094
H8 -0.57 1.04 3.91  0.062
H9 4.58 -3.68 0.86  0.067
H10 2.25 2.34 -2.72  0.118
H11 2.47 0.93 -0.04  0.071
H12 -1.22 -0.56 4.29  0.069
H13 1.52 -0.04 -3.34  0.111
H14 -4.20 -0.02 -3.18  0.044
H15 1.74 2.49 -0.36  0.106
H16 -2.36 -3.62 1.14  0.088
H17 -0.81 -0.78 -1.59  0.069
H18 4.43 2.86 -1.17  0.108
H19 -1.92 0.08 -2.65  0.074
H20 -0.02 2.03 -1.84  0.103
H21 5.63 -1.34 -1.13  0.113
H22 -1.36 -3.81 -0.33  0.099
H23 5.58 2.28 1.08  0.105
H24 3.31 -2.59 0.31  0.052
H25 6.68 0.54 0.08  0.108
H26 6.13 -1.96 1.05  0.105
H27 3.43 1.04 -2.44  0.103
H28 4.03 -0.75 -0.75  0.090
H29 3.64 -2.76 2.02  0.064
H30 3.69 3.42 0.32  0.103
H31 5.73 1.02 -1.33  0.102
H32 1.39 -0.35 -1.60  0.069
H33 -5.43 0.56 1.71  0.095
H34 -1.07 1.33 -0.05  0.099

max |F|: 0.788 eV/Å
frontier orbital gap: 9.2 eV
net charge: 0
structure (SMILES): CCCCCCCCCCCC[C@](OCC(F)(F)F)(/C(Br)=C(/C)Br)[C@](N=C=S)(OC)P(O)Cl